Model P:
Here is an isolated molecule of C7H8F3NO from the Open Molecules 2025 dataset. Energies are from wB97M-V/def2-TZVPD.

Computed properties:
Spin multiplicity = 1
Charge = 0
Orbital gap = 9.71 eV
SMILES string = CO[C@]1(C(F)(F)F)CC=CC=N1

Element x y z (Å)
C  -0.25  0.18  -2.40
O  -0.84  0.48  -1.10
C  -0.27  -0.29  -0.08
C  -0.74  -1.83  -0.17
F  -1.81  -2.02  -0.89
F  0.24  -2.56  -0.82
F  -0.95  -2.36  1.01
C  -0.80  0.26  1.23
C  -0.02  1.45  1.65
C  1.25  1.58  1.39
C  1.81  0.52  0.58
N  1.17  -0.40  -0.02
H  -0.11  -0.93  -2.46
H  0.75  0.74  -2.29
H  -1.09  0.36  -3.08
H  -0.76  -0.44  2.05
H  -1.80  0.52  0.91
H  -0.64  1.98  2.44
H  1.92  2.34  1.72
H  2.95  0.42  0.32

=====

Model Q:
Here is an isolated molecule of C7H8F3NO from the Open Molecules 2025 dataset. Energies are from wB97M-V/def2-TZVPD.

Computed properties:
Spin multiplicity = 1
Charge = 0
Orbital gap (spin up / spin down) = 8.62 / 8.62 eV

Element x y z (Å)
C  0.58  -1.88  -0.47
C  1.80  -1.36  -0.58
C  -1.23  -0.10  -0.78
C  -0.51  -1.13  0.13
C  1.91  0.02  0.05
C  -2.63  0.50  -0.45
C  0.54  1.44  1.19
N  0.96  0.14  1.00
O  -0.66  0.12  -1.82
F  -1.24  -1.71  1.09
F  1.73  1.02  -1.02
F  3.13  0.42  0.46
H  0.42  -2.94  -0.84
H  2.84  -1.78  -0.89
H  -2.74  1.41  -1.05
H  -2.66  0.75  0.64
H  -3.48  -0.21  -0.60
H  0.20  1.57  2.32
H  1.37  2.07  0.98
H  -0.34  1.64  0.64

=====

The least stable of them is model Q.

=====

Model P:
Here is a structure of composition C5H7FS2 from the Open Molecules 2025 dataset. Energies are from wB97M-V/def2-TZVPD.

Computed properties:
Spin multiplicity = 1
Charge = 0
Orbital gap = 8.13 eV

Element x y z (Å)
C  -0.88  -0.42  2.21
C  -0.89  -0.56  0.67
C  0.39  -0.01  0.15
C  0.36  0.99  -1.99
C  1.15  -0.20  -1.21
H  -1.51  -1.35  2.84
H  0.19  -0.38  2.69
H  -1.55  0.80  2.28
H  1.16  0.10  0.89
H  -0.52  0.70  -2.34
H  0.80  1.39  -2.92
H  2.22  -0.08  -0.93
F  0.93  -1.44  -1.80
S  -2.00  -1.35  -0.21
S  0.16  1.81  -0.34

=====

Model Q:
Here is a cluster of 2 separate species, C5H7FS2 in total from the Open Molecules 2025 dataset. Energies are from wB97M-V/def2-TZVPD.

Computed properties:
Spin multiplicity = 1
Charge = 0
Orbital gap (spin up / spin down) = 7.00 / 7.00 eV

Element x y z (Å)
C  -1.31  1.00  -0.53
C  -0.63  -0.04  0.19
C  -1.85  -0.36  -0.62
C  2.33  0.22  0.51
C  1.49  -0.64  -0.35
F  1.50  -0.46  -1.64
S  -1.15  2.57  -0.75
S  -3.45  -0.82  0.12
H  -0.41  -0.28  1.23
H  -1.76  -0.81  -1.61
H  2.58  -0.26  1.49
H  1.90  1.11  0.73
H  3.32  0.37  0.09
H  1.03  -1.59  0.05
H  -3.61  0.00  1.09

=====

The least stable of them is model Q.

=====

Model P:
Here is an isolated molecule of C4H6N2S from the Open Molecules 2025 dataset. Energies are from wB97M-V/def2-TZVPD.

Computed properties:
Spin multiplicity = 1
Charge = 0
Orbital gap = 8.77 eV
SMILES string = Cn1cncc1S

Element x y z (Å)
C  0.34  1.74  0.02
N  -0.29  0.41  -0.25
C  -1.67  0.09  -0.07
N  -1.80  -1.22  0.01
C  -0.48  -1.86  -0.05
C  0.39  -0.77  -0.19
S  2.11  -0.60  -0.06
H  -0.55  2.40  0.18
H  1.05  2.17  -0.76
H  0.93  1.48  0.92
H  -2.50  0.81  0.01
H  -0.20  -2.83  0.05
H  2.68  -1.82  0.21

=====

Model Q:
Here is an isolated molecule of C4H6N2S from the Open Molecules 2025 dataset. Energies are from wB97M-V/def2-TZVPD.

Computed properties:
Spin multiplicity = 1
Charge = 0
Orbital gap = 8.56 eV
SMILES string = S/N=C1/C=CCN1

Element x y z (Å)
S  2.83  -0.87  -0.75
N  1.65  -1.06  0.46
C  0.52  -0.52  0.10
C  -0.29  -0.16  1.24
C  -1.31  0.62  0.91
C  -1.33  0.70  -0.64
N  -0.03  -0.11  -1.09
H  4.06  -1.34  -0.03
H  -0.09  -0.09  2.31
H  -2.07  1.33  1.29
H  -1.52  1.77  -0.88
H  -2.41  0.15  -0.92
H  -0.01  -0.40  -2.01

=====

The least stable of them is model Q.

=====

Model P:
Here is an isolated molecule of C4H6N2S from the Open Molecules 2025 dataset. Energies are from wB97M-V/def2-TZVPD.

Computed properties:
Spin multiplicity = 1
Charge = 0
Orbital gap = 9.60 eV
SMILES string = C1=NN=CSCC1

Element x y z (Å)
C  -1.30  -0.11  -0.59
N  -0.97  -1.36  -0.85
N  -0.19  -2.01  0.18
C  0.97  -1.54  0.29
S  1.79  -0.31  -0.49
C  0.60  1.11  -0.18
C  -0.68  0.67  0.59
H  -1.80  0.46  -1.35
H  1.69  -2.17  0.96
H  0.48  1.63  -1.22
H  1.29  1.86  0.38
H  -0.67  0.10  1.54
H  -1.21  1.66  0.75

=====

Model Q:
Here is an isolated molecule of C4H6N2S from the Open Molecules 2025 dataset. Energies are from wB97M-V/def2-TZVPD.

Computed properties:
Spin multiplicity = 1
Charge = 0
Orbital gap = 9.20 eV
SMILES string = C1=NS[C@@H]2CN[C@H]12

Element x y z (Å)
C  -0.41  -1.08  1.10
N  -0.49  0.03  1.73
S  0.18  1.31  0.80
C  0.83  0.23  -0.53
C  0.03  0.21  -1.83
N  -0.73  -0.91  -1.36
C  0.23  -1.12  -0.26
H  -0.87  -1.96  1.57
H  1.98  0.32  -0.68
H  -0.49  1.12  -2.14
H  0.71  -0.09  -2.61
H  -0.72  -1.68  -2.03
H  0.94  -1.96  -0.36

=====

The least stable of them is model P.

=====

Model P:
Here is a cluster of 2 separate species, C4H6N2S in total from the Open Molecules 2025 dataset. Energies are from wB97M-V/def2-TZVPD.

Computed properties:
Spin multiplicity = 1
Charge = 0
Orbital gap (spin up / spin down) = 8.36 / 8.36 eV

Element x y z (Å)
C  0.93  -0.92  1.27
C  -1.26  -0.78  0.07
C  -2.54  0.35  -1.95
C  0.95  -0.74  2.62
N  -0.18  -0.93  0.50
N  -0.67  1.67  -3.38
S  -1.47  1.57  -2.01
H  1.80  -1.16  0.70
H  -3.08  0.09  -1.01
H  -2.81  -0.18  -2.86
H  1.82  -0.74  3.22
H  0.21  -0.58  3.40
H  -0.91  1.09  -4.21

=====

Model Q:
Here is an isolated molecule of C4H6N2S from the Open Molecules 2025 dataset. Energies are from wB97M-V/def2-TZVPD.

Computed properties:
Spin multiplicity = 1
Charge = 0
Orbital gap = 7.76 eV
SMILES string = S=C/C=N\N1CC1

Element x y z (Å)
S  3.93  -0.24  -0.01
C  2.32  -0.31  -0.02
C  1.46  0.89  0.02
N  0.19  0.93  0.02
N  -0.43  -0.35  -0.04
C  -1.67  -0.32  0.74
C  -1.72  -0.23  -0.73
H  1.76  -1.23  -0.10
H  1.95  1.87  0.06
H  -1.89  0.60  1.29
H  -1.90  -1.27  1.25
H  -1.97  0.74  -1.17
H  -2.03  -1.09  -1.32

=====

The least stable of them is model P.

=====

Model P:
Here is a cluster of 2 separate species, C4H6N2S in total from the Open Molecules 2025 dataset. Energies are from wB97M-V/def2-TZVPD.

Computed properties:
Spin multiplicity = 1
Charge = 0
Orbital gap = 7.32 eV

Element x y z (Å)
C  -0.35  1.94  -0.06
C  0.86  1.28  -0.10
C  -1.30  0.81  0.01
C  0.70  -0.25  -0.12
N  -0.73  -0.38  -0.01
N  -1.36  -1.51  -0.09
S  -3.85  0.18  -0.05
H  -0.71  2.99  -0.13
H  1.72  1.77  -0.50
H  1.11  -0.38  -1.20
H  1.38  -0.73  0.66
H  -1.04  -2.09  0.69
H  -2.42  -1.40  -0.03

=====

Model Q:
Here is an isolated molecule of C4H6N2S from the Open Molecules 2025 dataset. Energies are from wB97M-V/def2-TZVPD.

Computed properties:
Spin multiplicity = 1
Charge = 0
Orbital gap = 8.76 eV
SMILES string = C1=NN[C@H]2C[C@@H]2S1

Element x y z (Å)
C  -1.93  -0.15  -0.21
N  -1.53  0.97  0.12
N  -0.34  1.39  -0.12
C  0.55  0.33  -0.48
C  1.81  -0.48  -0.13
C  0.43  -0.87  0.54
S  -1.00  -1.62  -0.12
H  -3.03  -0.30  -0.01
H  -0.13  2.06  0.68
H  0.31  0.22  -1.42
H  2.12  -0.92  -1.16
H  2.43  -0.12  0.80
H  0.31  -0.51  1.51

=====

Model R:
Here is a cluster of 3 separate species, C4H6N2S in total from the Open Molecules 2025 dataset. Energies are from wB97M-V/def2-TZVPD.

Computed properties:
Spin multiplicity = 1
Charge = 0
Orbital gap (spin up / spin down) = 6.70 / 7.58 eV

Element x y z (Å)
C  -0.65  -0.27  -1.70
C  -0.72  1.73  -0.37
C  2.25  -0.85  -1.01
C  -0.10  0.55  -0.66
N  -1.02  -0.93  -2.58
N  -1.88  1.96  -0.89
S  1.48  0.22  0.00
H  -0.17  2.46  0.17
H  1.71  -1.06  -1.84
H  -1.00  1.20  2.68
H  3.10  -1.23  -0.53
H  -0.95  1.13  1.82
H  -2.28  2.85  -0.56

=====

The least stable of them is model P.